C5H6LaLiO4 | ωB97M-V/def2-TZVPD

The energy comes out at -14503.47510 eV. For the HOMO-LUMO gap (alpha / beta), the calculation gives 6.36 / 7.06 eV. The calculation puts the largest force on an atom at 6.8 eV/Å. The calculation puts the energy above the lowest of the compared OMol25 structures with the same formula, charge and spin at 154.1 kJ/mol. The LUMO energy (alpha / beta) is -11.71 / -11.59 eV.

```
! RIJCOSX wB97M-V def2-TZVPD def2/J DEFGRID3
* xyz 3 2
O 3.09 0.90 0.84
C 2.44 -0.01 0.25
O 2.93 -1.07 -0.13
O 1.09 0.22 0.16
C 0.23 -0.74 0.58
C -1.05 -0.80 -0.15
Li 4.74 -0.39 0.45
H 0.71 -1.72 0.71
H -0.81 -1.21 -1.15
H -1.69 -1.59 0.27
H -0.78 -0.19 1.25
La 3.15 3.10 2.23
C -2.24 0.66 -0.73
C -3.38 0.32 -1.44
O -4.31 0.04 -2.01
H -2.52 1.15 0.21
H -1.61 1.34 -1.33
*
```